{
  "formula": "CH4P2",
  "method": "the ωB97M-V functional and the def2-TZVPD basis",
  "smiles": "[H]/P=C/P",
  "e_tot_ev": -19676.6516,
  "homo_ha": -0.313,
  "elements": ["H", "P", "C", "P", "H", "H", "H"],
  "positions_angstrom": [[2.177807, -0.650285, 0.722678], [1.671093, -0.020851, -0.300395], [0.053955, -0.474003, 0.252588], [-1.140942, 0.751374, -0.042749], [-0.022409, -1.052354, 1.137741], [-0.524843, 1.298577, -1.062346], [-2.214662, 0.147544, -0.707517]],
  "forces_ev_per_a": [[1.83, -1.71, 2.15], [-3.56, 0.37, -1.18], [3.24, 1.27, -0.88], [-2.14, -0.09, 1.97], [-0.14, -0.80, 0.54], [0.94, 1.27, -2.29], [-0.18, -0.30, -0.30]],
  "lowdin_charge": [-0.232, 0.737, -0.846, 0.671, -0.033, -0.176, -0.121]
}